ORCA calculation (ωB97M-V with the def2-TZVPD basis set) on a molecular structure, C8H10MnO5 in a non-equilibrium geometry.

Structure (XYZ):
```
24
Properties=species:S:1:pos:R:3:forces:R:3
Mn 1.260489 0.552408 -0.967188 -3.7 -6.6 -2.0
O 0.958484 -1.956681 -4.029934 0.3 2.2 2.6
C 1.047177 -1.231700 -3.153005 -0.2 -1.8 -2.2
C 0.227937 2.051958 -0.744531 -8.2 9.3 1.6
O -0.561241 2.912913 -0.634653 4.5 -4.7 -0.7
C 2.534307 0.364367 0.338374 8.5 -1.9 9.2
O 3.344174 0.200936 1.172017 -4.5 1.0 -4.8
C 2.443071 1.639878 -1.870499 7.0 5.8 -6.2
O 3.180477 2.362236 -2.389661 -3.1 -2.8 2.4
C -0.118378 0.843451 2.227786 -0.5 0.0 -0.1
C -0.016490 -0.568325 1.641296 0.2 0.5 0.6
O -0.088500 -0.498881 0.185458 0.9 -0.1 -0.5
C -1.389514 -0.425579 -0.414200 -1.6 -0.5 0.2
C -2.171330 -1.731438 -0.251588 0.1 0.1 -0.3
H 0.680667 1.531272 1.883207 -0.2 -0.4 0.2
H -0.060454 0.797226 3.324197 0.0 0.0 -0.3
H -1.085693 1.304098 1.955536 0.4 -0.2 0.3
H 0.980661 -0.991383 1.860298 -0.7 -0.2 0.0
H -0.831802 -1.231452 1.979321 0.6 0.3 0.0
H -1.939760 0.403306 0.054232 0.1 -0.1 -0.2
H -1.242318 -0.185197 -1.483533 0.0 -0.1 0.3
H -2.349593 -1.965638 0.813630 0.0 0.1 -0.6
H -3.145206 -1.607478 -0.749605 0.3 0.0 0.3
H -1.657165 -2.570300 -0.746956 -0.1 0.3 0.3
```
Forces are in eV/Å.

Output
**⟨S²⟩**: 8.769
**Net charge**: +2
**Multiplicity**: 6
**E_tot**: -1837.235686 a.u.
**E_HOMO (spin up / spin down)**: -18.250 / -18.871 eV